<i>
# C41H30ClHfN9O6

A structure of composition C41H30ClHfN9O6 (ωB97M-V with the def2-TZVPD basis set, OMol25).

## Properties
net charge	0
molar mass	958.7	g/mol
highest occupied orbital energy	-7.4	eV

Last column: Mulliken charge in e.
CARTESIAN COORDINATES (ANGSTROEM)
Hf (0.97703, 0.56120, -0.75944)  1.7866
C (3.51358, -1.64194, -1.36085)  -0.7518
N (3.46865, -0.30892, -0.73579)  -0.0731
C (4.34422, -0.19473, 0.43980)  -1.3790
C (3.76949, -0.87948, 1.64673)  0.2775
N (2.61215, -1.45021, 1.65454)  0.0677
C (2.41095, -1.87459, 2.96655)  0.2695
C (1.30946, -2.50731, 3.53878)  -0.4772
C (1.36127, -2.78942, 4.89117)  -0.7281
C (2.48248, -2.45017, 5.66699)  -0.4359
C (3.58297, -1.81962, 5.11191)  -1.1404
C (3.51730, -1.54445, 3.74867)  0.6856
N (4.38697, -0.90656, 2.86858)  -0.0849
C (2.18067, -2.03660, -1.89858)  0.1295
N (1.04398, -1.90562, -1.23972)  -0.2894
C (0.09704, -2.57121, -2.04175)  0.6342
C (-1.23399, -2.88263, -1.79107)  -0.7602
C (-1.92722, -3.57872, -2.76282)  -0.7690
C (-1.31778, -3.96541, -3.96628)  -0.5893
C (0.01838, -3.70179, -4.20705)  -1.1860
C (0.70414, -3.02131, -3.20785)  0.7020
N (2.04397, -2.66525, -3.07047)  -0.0070
H (4.25594, -1.69995, -2.15515)  0.4495
H (3.77264, -2.37174, -0.59877)  0.3774
H (3.72383, 0.39288, -1.41338)  0.4939
H (5.33771, -0.60976, 0.25241)  0.5016
H (4.46758, 0.87287, 0.62937)  0.4184
H (0.44946, -2.76570, 2.92785)  0.4746
H (0.51973, -3.28023, 5.37077)  0.4061
H (2.48326, -2.68766, 6.72514)  0.3933
H (4.44652, -1.54962, 5.70974)  0.4194
H (5.28320, -0.51348, 3.09327)  0.2096
H (-1.71524, -2.57707, -0.86620)  0.5803
H (-2.97020, -3.82259, -2.59698)  0.4324
H (-1.90230, -4.48709, -4.71521)  0.3978
H (0.50671, -4.01295, -5.12350)  0.4387
H (2.74258, -2.69593, -3.79368)  0.3316
O (-3.31986, 3.48683, -5.72327)  -0.7075
C (-2.08809, 3.53548, -5.94513)  0.2288
O (-1.40858, 3.85193, -6.94125)  -0.7011
C (-1.25714, 3.08682, -4.72859)  0.5097
C (-1.63799, 3.42758, -3.43423)  -0.9558
C (-0.93043, 2.94470, -2.35567)  -0.3964
N (0.10734, 2.10326, -2.49463)  0.1093
C (0.47602, 1.77984, -3.75073)  0.3775
C (-0.13928, 2.26754, -4.87531)  -0.9920
C (1.55759, 0.75612, -3.81584)  0.3171
O (2.05851, 0.34860, -4.83208)  -0.7144
O (1.87217, 0.32095, -2.60721)  -0.2893
H (-2.52041, 4.03984, -3.28599)  0.4616
H (-1.20870, 3.19581, -1.34281)  0.6363
H (0.22497, 1.99332, -5.85716)  0.5851
N (-7.66262, 0.29911, 5.15716)  -0.5130
C (-6.71071, 0.30756, 4.50993)  -0.1929
C (-5.51212, 0.31638, 3.69564)  0.6491
C (-4.87952, -0.88048, 3.37584)  -0.8357
C (-3.73402, -0.86615, 2.59603)  0.1404
C (-3.21321, 0.33765, 2.13886)  -1.0950
C (-3.84732, 1.53281, 2.45996)  0.1980
C (-4.99565, 1.52545, 3.23415)  -0.9013
C (-1.97468, 0.35157, 1.30135)  1.0288
C (-2.15914, 0.16592, -0.05931)  -0.4780
C (-3.40460, 0.02664, -0.71769)  -0.5216
C (-3.14447, -0.09963, -2.06401)  -2.1195
C (-1.75178, -0.04890, -2.20085)  -0.3692
N (-1.13859, 0.11976, -1.02046)  1.7333
C (-0.76814, 0.59283, 1.97117)  0.2168
C (-0.64910, 0.92290, 3.33765)  -0.6523
C (0.67368, 1.25680, 3.56249)  -2.3378
C (1.32148, 1.11541, 2.33338)  -0.3177
N (0.49026, 0.69547, 1.36909)  0.8188
H (-5.28702, -1.81546, 3.73760)  0.4556
H (-3.23649, -1.79735, 2.34289)  0.5462
H (-3.43647, 2.46995, 2.09841)  0.5542
H (-5.49640, 2.45140, 3.48354)  0.4544
H (-4.37158, 0.03269, -0.23205)  0.6773
H (-3.85368, -0.20748, -2.87254)  0.6189
H (-1.19828, -0.13376, -3.12577)  0.5192
H (-1.45767, 0.92220, 4.05467)  0.6478
H (1.12857, 1.57532, 4.49071)  0.5500
H (2.36675, 1.31189, 2.13258)  0.5723
Cl (3.82631, 4.00405, 1.47233)  -0.2007
C (2.41635, 4.34160, 0.41305)  -0.8178
C (1.70922, 3.07660, -0.01502)  0.5499
O (0.48635, 2.97853, 0.07058)  -0.3723
O (2.41891, 2.08967, -0.47004)  -0.6642
H (2.78507, 4.86194, -0.46610)  0.3747
H (1.72709, 4.97126, 0.95698)  0.4090

=====

<ii>
# C41H30ClHfN9O6

A structure of composition C41H30ClHfN9O6 (ωB97M-V with the def2-TZVPD basis set, OMol25).

## Properties
net charge	0
molar mass	958.7	g/mol
highest occupied orbital energy (spin up / spin down)	-7.1 / -7.0	eV

Last column: Mulliken charge in e.
CARTESIAN COORDINATES (ANGSTROEM)
Hf (-0.27637, 0.99665, -0.63218)  1.2691
C (-2.40483, 0.19953, -3.88741)  -0.9745
N (-0.98515, 0.44457, -3.92546)  -0.1135
C (-0.12831, -0.39886, -4.73868)  -1.1344
C (0.49120, -1.49184, -3.87098)  0.2780
N (0.03591, -1.54916, -2.57316)  -0.0963
C (1.98412, -2.68588, -1.68137)  3.7003
C (1.70520, -4.08084, -1.12965)  -1.3875
C (2.45327, -5.10443, -1.58051)  -0.2500
C (3.32575, -4.96370, -2.71310)  -0.8505
C (3.17420, -3.87894, -3.53262)  -1.0690
C (2.31840, -2.83259, -3.15178)  -0.3902
N (1.66130, -2.07756, -4.08358)  0.0569
C (-2.96361, 0.18843, -2.48689)  0.1424
N (-2.35105, -0.26285, -1.39578)  -0.1325
C (-3.37331, -0.39640, -0.43721)  0.2462
C (-3.37700, -1.00690, 0.81556)  -0.5907
C (-4.56494, -1.01634, 1.51842)  -0.7130
C (-5.73419, -0.44779, 1.00046)  -0.6326
C (-5.76236, 0.10132, -0.26532)  -1.1871
C (-4.56991, 0.09031, -0.97464)  0.7952
N (-4.26575, 0.42876, -2.27822)  0.0803
H (-2.98806, 0.90374, -4.49036)  0.4839
H (-2.59043, -0.80280, -4.28591)  0.3462
H (-0.75312, 1.42258, -3.95559)  0.2574
H (-0.66905, -0.82677, -5.59122)  0.4709
H (0.68112, 0.21174, -5.14287)  0.4228
H (0.99784, -4.18046, -0.31496)  0.3127
H (2.37268, -6.07369, -1.10434)  0.4205
H (3.97589, -5.77910, -2.99581)  0.3862
H (3.62015, -3.86309, -4.52409)  0.4015
H (2.00799, -2.13323, -5.03155)  0.3776
H (-2.48233, -1.46039, 1.21684)  0.4299
H (-4.59018, -1.46678, 2.50171)  0.4543
H (-6.63726, -0.46532, 1.59534)  0.3936
H (-6.67235, 0.50435, -0.68983)  0.4523
H (-4.87735, 0.91110, -2.91501)  0.3382
O (-2.61284, 7.07083, 2.33140)  -0.6938
C (-2.08718, 6.09325, 2.86797)  0.1833
O (-1.98830, 5.68533, 4.03430)  -0.6900
C (-1.37774, 5.10292, 1.87565)  0.5813
C (-0.16094, 4.50801, 2.19727)  -0.8937
C (0.36843, 3.53416, 1.37710)  -0.3678
N (-0.27720, 3.08759, 0.29293)  0.0916
C (-1.46548, 3.65471, -0.01054)  0.4527
C (-2.02057, 4.68516, 0.71282)  -0.7260
C (-2.11792, 3.03042, -1.20248)  0.0437
O (-3.25640, 3.25507, -1.54115)  -0.6985
O (-1.30704, 2.19566, -1.82811)  -0.4986
H (0.34176, 4.79156, 3.11198)  0.4752
H (1.31828, 3.05975, 1.59054)  0.5554
H (-2.95188, 5.13616, 0.39725)  0.5850
N (4.87732, -2.83349, 7.22585)  -0.5365
C (4.26341, -2.45156, 6.33232)  -0.1356
C (3.48695, -1.99072, 5.22170)  0.6303
C (3.60486, -0.67633, 4.77569)  -0.9904
C (2.84366, -0.23712, 3.70602)  0.4208
C (1.97139, -1.10606, 3.06141)  -1.1002
C (1.86476, -2.42324, 3.50681)  0.0750
C (2.60993, -2.86780, 4.58205)  -0.9185
C (1.12149, -0.69430, 1.90827)  1.5940
C (1.48080, -1.15316, 0.67515)  -0.1641
C (2.81848, -1.64792, 0.38699)  -1.3321
C (3.11850, -2.21055, -0.78524)  -1.1918
C (0.85334, -1.72026, -1.50727)  -0.3590
N (0.59852, -1.02368, -0.42963)  -0.1050
C (-0.04974, 0.07569, 2.23276)  -0.3749
C (-0.49766, 0.42761, 3.50064)  -0.6231
C (-1.64533, 1.22216, 3.33605)  -1.8914
C (-1.85905, 1.32488, 1.98314)  -0.9090
N (-0.90679, 0.62734, 1.28473)  2.3652
H (4.29201, -0.00446, 5.27222)  0.4629
H (2.93248, 0.78467, 3.35876)  0.5706
H (1.18541, -3.09644, 2.99961)  0.4901
H (2.52132, -3.88723, 4.93206)  0.4569
H (3.58338, -1.47393, 1.13185)  0.6313
H (4.12271, -2.51799, -1.04571)  0.4729
H (-0.74291, -0.92552, -2.41699)  -0.0735
H (-0.03908, 0.13905, 4.43314)  0.7263
H (-2.24528, 1.68381, 4.10345)  0.5167
H (-2.64847, 1.85835, 1.47664)  0.5980
Cl (2.77875, 2.86498, -3.82894)  -0.1865
C (3.13586, 2.42447, -2.14820)  -0.7555
C (1.99515, 1.65480, -1.51030)  0.4181
O (1.12120, 1.10661, -2.24162)  -0.5634
O (1.90458, 1.55822, -0.26393)  -0.4091
H (3.32075, 3.33047, -1.57862)  0.4388
H (4.03419, 1.81074, -2.14610)  0.3572

=====

The structure with the greatest stability is <i>.